No. 1
Below is a 7-piece molecular cluster, C27H66FNO23PS6 overall, with properties calculated with wB97M-V/def2-TZVPD.

Structure (XYZ):
```
125
Properties=species:S:1:pos:R:3:forces:R:3
C 4.225863 -4.520195 0.639729 -0.140 -0.186 0.009
C 2.774017 -4.158757 0.848491 -0.023 -0.004 0.262
O 2.527581 -2.751518 0.658068 0.163 -0.134 -0.036
P 2.256795 -2.203007 -0.819930 -0.050 0.136 -0.456
O 2.715312 -3.130202 -1.872070 0.009 0.016 0.140
C 0.538187 -1.738246 -0.887190 -0.408 -0.150 0.170
C -0.148272 -1.354468 0.440332 -0.041 0.242 -0.124
C -1.508124 -2.021918 0.574895 0.004 0.048 0.187
N -2.402525 -1.610378 -0.491698 -0.187 -0.207 -0.078
C -3.655597 -2.326611 -0.527331 0.190 0.137 -0.153
F -4.686488 -1.397878 -0.725607 -0.076 -0.015 0.045
C -3.594114 -3.386153 -1.658993 -0.564 -0.409 0.304
O -3.948510 -3.019217 -2.794448 0.283 0.006 -0.053
O -3.157145 -4.492732 -1.254624 0.076 0.310 -0.209
O 3.000154 -0.791313 -0.815341 0.058 -0.076 0.277
C 4.436489 -0.805468 -0.742093 0.037 0.149 -0.086
C 5.070996 -0.906399 -2.127809 -0.099 -0.175 0.030
H 4.348430 -5.576630 0.886306 0.122 -0.009 0.014
H 4.864684 -3.943221 1.308181 0.056 0.037 -0.035
H 4.520773 -4.371758 -0.397410 0.006 0.090 -0.010
H 2.117293 -4.746862 0.208126 0.026 0.046 -0.120
H 2.489654 -4.352209 1.882747 -0.050 0.014 0.018
H 0.034263 -2.622042 -1.294928 0.115 -0.039 -0.088
H 0.420198 -0.938498 -1.619361 0.139 -0.046 -0.123
H 0.472605 -1.623709 1.293713 0.003 -0.048 0.021
H -0.299522 -0.273766 0.462290 0.072 0.027 0.024
H -1.383680 -3.114125 0.631947 0.023 -0.023 -0.127
H -1.959771 -1.706969 1.520926 0.000 -0.015 0.021
H -1.982354 -1.752821 -1.403064 0.226 0.165 0.077
H -3.844946 -2.803601 0.435251 -0.024 0.004 -0.004
H 4.759133 -1.619918 -0.091830 -0.001 -0.017 0.022
H 4.707190 0.129544 -0.255640 -0.042 0.034 0.017
H 5.518559 -1.885501 -2.288819 0.051 0.000 0.004
H 4.294945 -0.797552 -2.882388 0.004 0.133 -0.026
H 5.823601 -0.133112 -2.273904 0.048 -0.009 -0.030
O 6.096247 -7.382780 2.279424 -0.059 0.082 -0.007
S 7.528202 -7.410991 2.291280 0.034 -0.074 -0.003
O 8.262268 -6.303320 1.764739 -0.020 0.045 0.012
O 8.006432 -8.748161 1.571324 0.044 0.014 0.028
C 7.432810 -9.026434 0.269333 -0.115 -0.077 -0.199
C 8.081146 -8.219219 -0.834471 0.042 0.075 0.077
C 8.098637 -7.787067 3.906200 0.020 -0.089 0.089
H 6.356955 -8.855753 0.316213 0.009 0.032 0.047
H 7.599087 -10.092571 0.128759 0.052 0.000 0.057
H 7.850787 -7.159568 -0.740051 -0.015 -0.004 0.003
H 7.713825 -8.567981 -1.800095 -0.008 -0.019 0.001
H 9.164715 -8.334218 -0.806035 -0.002 -0.032 -0.025
H 7.567262 -8.666387 4.260674 0.003 -0.010 -0.017
H 7.877530 -6.921592 4.528027 0.014 0.019 -0.066
H 9.170493 -7.963489 3.872166 0.003 0.014 -0.040
O 7.801731 -5.081177 5.675644 -0.006 0.014 0.012
S 6.991374 -4.322371 6.585209 0.019 0.028 0.046
O 6.341940 -3.140271 6.119759 -0.015 0.013 -0.032
O 7.864829 -3.986859 7.867777 -0.056 -0.027 0.024
C 9.170005 -3.396562 7.640695 0.232 0.085 -0.024
C 9.088367 -1.916707 7.336012 -0.111 -0.010 -0.031
C 5.817858 -5.373054 7.362597 -0.014 -0.034 0.018
H 9.670306 -3.948245 6.844369 -0.055 -0.021 -0.018
H 9.707793 -3.580385 8.568395 -0.069 -0.017 0.037
H 8.617816 -1.733681 6.371663 0.007 -0.012 -0.005
H 10.094467 -1.496662 7.316228 0.014 -0.011 0.012
H 8.506233 -1.401049 8.099317 0.034 0.007 0.024
H 6.331845 -6.244974 7.756822 0.004 0.000 0.000
H 5.103558 -5.659439 6.593300 0.004 0.017 -0.016
H 5.322407 -4.814172 8.151576 -0.008 0.011 -0.008
O -1.887912 1.755896 -1.570242 0.159 0.030 0.152
S -1.345657 1.886259 -2.887889 -0.162 -0.012 0.077
O 0.049611 1.631812 -3.100222 0.025 -0.038 0.010
O -1.690371 3.359545 -3.408309 0.051 -0.093 -0.185
C -1.380745 4.442769 -2.507473 -0.027 0.263 0.171
C 0.086993 4.816241 -2.522550 0.037 -0.114 -0.034
C -2.304241 0.960710 -4.023683 -0.009 0.056 0.016
H -1.714484 4.174127 -1.504234 0.008 -0.052 -0.015
H -1.994709 5.273650 -2.849687 -0.026 -0.044 -0.059
H 0.703039 4.022538 -2.102792 -0.012 -0.007 0.006
H 0.233322 5.723258 -1.934206 -0.028 0.014 -0.006
H 0.422890 4.996812 -3.544004 -0.009 0.042 0.001
H -3.350143 1.208115 -3.868759 -0.015 -0.040 0.004
H -2.133835 -0.088530 -3.786208 -0.040 -0.010 0.017
H -1.990709 1.179366 -5.038980 0.038 0.011 0.022
O -2.939501 7.388864 -1.050457 0.132 0.027 -0.097
S -3.565898 8.020097 0.071165 -0.127 -0.137 0.069
O -2.759881 8.442924 1.175193 0.018 0.055 -0.002
O -4.746028 7.101436 0.579543 -0.003 0.057 0.036
C -4.470603 5.681858 0.753390 0.019 -0.530 0.111
C -3.724655 5.386880 2.034412 0.083 0.243 0.055
C -4.548883 9.374206 -0.473324 -0.018 0.022 -0.043
H -3.930555 5.306971 -0.115586 -0.012 0.151 -0.070
H -5.450841 5.211952 0.770697 -0.081 0.166 -0.027
H -2.706936 5.775250 2.005308 0.006 -0.013 -0.026
H -3.678742 4.308373 2.182391 -0.028 -0.015 -0.030
H -4.236281 5.838951 2.884229 -0.045 -0.066 0.010
H -5.192969 9.035603 -1.279715 -0.003 -0.004 0.000
H -3.860304 10.139112 -0.824970 0.016 -0.006 0.007
H -5.128875 9.742117 0.368551 0.005 -0.001 0.009
O -3.190293 0.175335 -6.851450 0.063 0.166 -0.046
S -3.211225 -0.330609 -8.189675 -0.112 -0.162 0.059
O -2.250092 0.146969 -9.136819 0.036 0.005 -0.015
O -4.675521 -0.130998 -8.780202 0.041 -0.028 -0.078
C -5.269955 1.178649 -8.627847 -0.135 0.182 0.072
C -4.749079 2.171960 -9.644689 0.087 -0.062 -0.017
C -3.201533 -2.085091 -8.155517 -0.024 -0.040 -0.014
H -5.107638 1.521419 -7.605597 0.041 -0.038 0.004
H -6.335947 1.003660 -8.757740 0.014 -0.066 -0.028
H -3.700759 2.407546 -9.469125 0.000 -0.003 0.014
H -5.328257 3.093856 -9.578920 -0.017 -0.002 0.008
H -4.840223 1.769166 -10.653446 -0.036 0.015 -0.004
H -3.968754 -2.423963 -7.464881 0.012 0.008 0.028
H -2.216656 -2.381215 -7.801089 0.006 0.016 0.012
H -3.374693 -2.454600 -9.162549 0.010 0.004 -0.006
O -7.430450 5.396366 3.310716 0.072 -0.067 -0.130
S -8.808719 5.781854 3.322559 0.031 0.084 0.138
O -9.546253 5.816885 2.098674 0.005 -0.041 -0.038
O -8.923115 7.189790 4.052168 -0.081 0.010 -0.023
C -8.025710 8.233985 3.597164 0.185 0.162 -0.022
C -8.491489 8.876638 2.308596 -0.067 -0.096 -0.030
C -9.685533 4.829776 4.510957 -0.026 -0.012 0.026
H -7.022240 7.817821 3.501363 -0.026 -0.051 -0.003
H -8.017161 8.950417 4.415830 -0.064 -0.031 0.028
H -8.425850 8.183097 1.471772 0.017 -0.005 0.006
H -7.865227 9.743052 2.091959 0.009 0.009 0.021
H -9.527131 9.204612 2.396190 0.011 0.037 0.013
H -9.140084 4.854692 5.449684 0.010 -0.001 -0.003
H -9.732983 3.815868 4.119896 0.009 0.001 -0.017
H -10.684243 5.243299 4.620516 -0.005 -0.001 -0.015
```
Positions in Å, forces in eV/Å.

## Properties
electronic energy	-154671.7884	eV
total charge	-1



No. 2
Below is a 9-piece molecular cluster, C27H66O31P4 overall, with properties calculated with wB97M-V/def2-TZVPD.

Structure (XYZ):
```
128
Properties=species:S:1:pos:R:3:forces:R:3
C 0.423782 3.393443 1.674298 0.347 0.165 -0.594
O -0.946594 3.208212 1.201485 1.192 -0.037 0.039
P -1.948955 4.410592 0.997740 -0.070 0.448 2.824
O -1.517973 5.701796 0.437501 0.333 -0.684 -0.331
O -3.175334 3.719834 0.347200 -0.567 -0.148 -1.490
C -3.326591 3.702283 -1.126327 0.083 0.818 0.615
O -2.429410 4.541196 2.563305 -0.147 0.831 -1.411
C -3.264781 5.722017 2.794899 -0.065 -1.425 0.084
H 1.058537 3.617640 0.798804 -0.371 -0.195 0.435
H 0.798265 2.459414 2.135841 -0.534 0.417 -0.311
H 0.541309 4.223856 2.388097 -0.434 -0.272 -0.134
H -3.471464 4.725664 -1.533377 -0.366 -0.618 0.559
H -4.165415 3.026088 -1.278188 0.173 0.444 -0.358
H -2.409903 3.351963 -1.583038 -0.042 -0.443 0.025
H -4.299075 5.491902 2.520372 0.113 0.002 0.063
H -2.906476 6.530554 2.196779 0.255 0.683 -0.186
H -3.202658 5.916975 3.853285 0.007 0.220 0.233
C 1.792169 -2.373750 -2.905560 -0.845 1.458 -0.681
O 3.206896 -2.120082 -3.006605 -1.673 -1.583 1.061
P 3.956578 -1.023092 -3.754690 2.742 0.666 -1.592
O 5.389832 -1.013186 -3.373136 -1.147 0.083 -0.398
O 3.699777 -1.206450 -5.358044 -0.758 0.953 1.797
C 3.933885 -2.432891 -5.999457 0.848 -0.989 -0.064
O 3.160377 0.271791 -3.415759 -0.294 0.992 -0.055
C 3.838509 1.522610 -3.083080 -0.913 -0.812 0.990
H 1.109166 -1.578900 -2.478831 1.408 -0.427 -0.299
H 1.680938 -3.241400 -2.334838 0.077 -1.264 1.143
H 1.379033 -2.619036 -3.872495 0.049 0.084 -0.582
H 3.523257 -3.296596 -5.416030 0.389 0.641 -0.520
H 5.027505 -2.530915 -6.147176 -0.513 -0.336 0.173
H 3.482871 -2.392278 -6.992588 -0.161 0.008 0.216
H 4.725263 1.624092 -3.669992 0.463 0.251 -0.334
H 4.065089 1.513172 -2.003635 0.103 -0.015 -0.498
H 3.085874 2.280815 -3.245639 0.137 0.332 -0.246
C 0.248371 1.914644 -1.975879 -2.452 1.474 0.658
O -1.052678 1.544273 -1.328373 1.244 -0.597 -0.001
P -1.140294 0.047412 -0.788209 -1.963 2.548 3.335
O -0.938352 -0.956116 -1.771174 0.416 -2.394 -2.835
O -0.122295 -0.094002 0.381090 0.532 0.179 -0.165
C -0.386444 -0.170746 1.771870 0.306 1.322 0.651
O -2.542928 0.021811 0.017275 1.138 0.101 0.221
C -3.760636 0.333632 -0.630196 -0.720 -0.755 -0.873
H 0.954916 2.274987 -1.253270 0.099 0.295 0.500
H -0.104259 2.714418 -2.644225 0.730 -0.253 0.059
H 0.651856 1.097545 -2.480885 0.542 -1.408 -1.096
H -1.178706 0.533180 2.090377 -0.048 -0.799 -0.337
H 0.504797 0.173388 2.275206 0.533 0.080 0.033
H -0.484327 -1.196089 2.056284 -0.711 -0.522 0.205
H -3.552430 1.145605 -1.306156 -0.489 0.341 -0.248
H -4.646990 0.520875 0.005590 1.137 0.338 0.403
H -4.077992 -0.549057 -1.183732 0.101 -0.070 -0.407
C 3.664998 -1.044729 0.033374 -1.365 0.935 1.896
O 4.453478 -0.935256 1.271323 0.811 0.146 -0.256
P 3.944970 -0.680783 2.719494 -0.997 -0.446 2.414
O 2.977467 0.409521 2.905405 0.185 0.245 -0.347
O 3.343956 -2.095989 3.254985 -0.037 0.598 -0.419
C 2.386477 -2.137420 4.368361 0.068 1.552 -0.329
O 5.203949 -0.470980 3.728261 -1.275 0.846 -1.489
C 6.235281 -1.400050 3.877277 0.412 -1.643 -0.823
H 4.332314 -1.215428 -0.763260 0.857 -0.358 -0.714
H 3.041128 -0.134626 -0.165035 0.706 -0.553 0.447
H 3.000509 -1.863127 0.251958 -0.295 -0.493 -0.587
H 1.611458 -2.820021 4.095735 -0.616 -0.297 -0.487
H 1.920943 -1.118648 4.597165 0.865 -1.416 -0.390
H 2.864033 -2.584057 5.227229 0.434 0.245 0.327
H 6.513643 -1.487798 4.905346 -0.247 -0.008 0.890
H 7.157121 -1.067788 3.392613 -0.282 -0.098 -0.468
H 5.894512 -2.409232 3.515398 0.629 0.847 0.247
C -7.055642 -3.646372 -0.920693 -2.069 -1.543 -0.561
O -5.762064 -3.334687 -0.613306 2.245 0.634 1.041
C -4.882613 -3.537031 -1.589968 -2.847 -0.853 -2.574
O -5.223082 -3.931301 -2.707356 0.716 0.262 1.360
O -3.705614 -3.203447 -1.227832 2.554 0.269 1.004
C -2.667791 -3.574588 -2.146659 0.379 -2.080 -0.793
H -7.696102 -3.278298 -0.124182 0.077 0.056 0.012
H -7.186299 -4.753673 -1.019482 0.045 0.789 0.136
H -7.324478 -3.219027 -1.875686 -0.317 0.200 -0.202
H -2.612485 -4.706334 -2.293665 -0.390 1.314 0.528
H -1.682252 -3.261589 -1.808446 -0.623 0.490 0.185
H -2.915464 -3.202969 -3.126911 0.129 0.461 -0.258
C 1.720084 -6.117038 3.458246 0.662 -0.183 0.124
O 0.618142 -5.424093 2.894519 -0.311 0.496 0.057
C 0.784137 -4.845005 1.700359 -0.536 -0.334 1.224
O 1.802224 -4.895603 1.070103 -0.339 0.395 -0.482
O -0.386879 -4.202551 1.423170 1.973 -0.377 0.158
C -0.171225 -3.259864 0.381477 0.280 0.019 -0.883
H 1.959975 -6.970849 2.845492 -0.115 -0.559 -0.094
H 1.367694 -6.409413 4.449265 0.258 -0.053 -0.193
H 2.681085 -5.567756 3.517181 -0.835 0.348 0.000
H -1.069605 -2.689396 0.363700 -0.689 0.425 -0.286
H -0.027206 -3.800962 -0.571347 0.030 0.426 0.387
H 0.673089 -2.565443 0.558775 -0.313 -0.617 0.066
C 4.332053 3.385538 1.459050 -0.872 -0.676 -0.220
O 4.047856 4.656231 0.891775 0.621 0.953 0.399
C 3.161739 4.774265 -0.087683 1.339 -1.624 0.059
O 2.708652 3.860784 -0.721936 -0.722 -1.051 -0.545
O 2.965582 6.011655 -0.329845 0.455 2.451 0.803
C 2.149399 6.384981 -1.411975 -0.708 -0.949 -0.683
H 3.628345 3.291090 2.300281 0.477 -0.600 -0.264
H 5.364815 3.294106 1.775901 0.077 0.693 0.211
H 4.219134 2.610630 0.696826 -0.467 -0.053 0.253
H 1.150546 5.944227 -1.240616 0.096 0.900 -0.048
H 2.504429 5.880054 -2.315075 0.174 0.332 -0.075
H 2.233603 7.474111 -1.486702 -0.428 -0.444 0.023
C -5.588637 -0.786398 -4.093519 0.276 -0.310 -0.506
O -5.499907 0.603024 -3.817106 -0.721 -0.489 0.301
C -4.325608 1.163298 -3.983457 -0.501 0.806 -0.804
O -4.176298 2.334182 -3.780546 0.652 0.527 0.503
O -3.441430 0.332278 -4.504840 1.816 0.955 0.726
C -2.043850 0.823113 -4.407919 0.089 -2.258 -1.743
H -5.132884 -1.037871 -5.036903 0.219 0.053 -0.355
H -6.618643 -1.012096 -4.200292 -0.993 -0.214 0.349
H -5.098869 -1.386113 -3.344332 -0.024 -0.130 0.432
H -1.577185 -0.146062 -4.709338 0.360 0.980 0.666
H -1.720076 1.172276 -3.439939 -0.551 -0.176 0.251
H -1.760619 1.540229 -5.179785 -0.670 0.185 0.043
C 0.053712 1.868899 4.956180 -1.387 2.358 -0.636
O -0.029321 0.502828 5.044052 0.014 -1.891 -0.122
C -1.180055 -0.105926 4.831514 0.857 -2.338 -1.107
O -2.289255 0.301329 4.800694 -0.976 1.090 0.376
O -0.855824 -1.404768 4.510861 0.630 0.958 0.784
C -1.933898 -2.315193 4.444071 0.596 -0.852 -1.096
H 1.043747 2.065770 4.624562 0.998 0.326 0.057
H -0.153739 2.292018 5.943207 0.050 0.334 -0.287
H -0.621439 2.329245 4.160459 0.427 -0.742 1.162
H -1.484237 -3.315463 4.291556 -0.123 0.572 0.002
H -2.548632 -2.083568 3.570183 -0.286 -0.024 0.354
H -2.452962 -2.332097 5.371546 -0.827 0.134 0.589
```
Positions in Å, forces in eV/Å.

## Properties
electronic energy	-129704.8553	eV
energy relative to the best compared isomer or geometry (same formula, charge and spin)	0.0	kcal per mole



Number 1: Kohn-Sham gap 5.8 eV. Number 2: Kohn-Sham gap 11.0 eV.